The following is a quantum chemistry calculation of a 2-piece molecular cluster, C4H5NO overall in a non-equilibrium geometry, from the Open Molecules 2025 dataset.

As for the lowest unoccupied orbital energy: 0.44 eV. As for the spin multiplicity: 1. The calculation puts the energy relative to the best compared isomer or geometry (same formula, charge and spin) at 180.8 kJ/mol. The HOMO-LUMO gap comes out at 10.613 eV. For the HOMO energy, the calculation gives -0.374 hartree.

Last column: Löwdin charge in e.
Element x y z (Å)
C 0.51315 -1.64765 0.07271  0.046
C 1.12834 -0.77052 0.86678  -0.161
C 1.23160 0.61868 0.50931  -0.240
N 1.30281 1.73790 0.21541  0.152
H 0.43256 -2.69067 0.36218  0.072
H 0.05775 -1.35190 -0.86726  0.061
H 1.56113 -1.05474 1.82190  0.101
C -1.55627 1.29737 -0.74490  -0.163
O -1.82451 0.13264 -0.91698  -0.034
H -1.67157 1.78731 0.23953  0.082
H -1.17498 1.94158 -1.55866  0.083


The following is a quantum chemistry calculation of one molecule with the formula C4HN3O in a non-equilibrium geometry, from the Open Molecules 2025 dataset.

As for the lowest unoccupied orbital energy: -2.77 eV. As for the spin multiplicity: 1. The calculation puts the energy relative to the best compared isomer or geometry (same formula, charge and spin) at 389.3 kJ/mol. The HOMO-LUMO gap comes out at 8.030 eV. For the HOMO energy, the calculation gives -0.397 hartree.

Last column: Löwdin charge in e.
Element x y z (Å)
N -3.09222 0.06584 -0.34210  0.123
C -1.76781 0.22683 0.04157  -0.048
C -0.39591 -0.06550 0.44910  -0.233
N -0.20567 -1.36487 0.32012  0.143
C 1.28968 -1.47112 -0.13967  -0.030
N 1.86100 -0.25783 -0.36407  0.110
C 0.84988 0.85557 0.07020  -0.349
O 1.03559 1.98862 0.04346  0.207
H 1.91850 -2.28565 -0.17252  0.077


The following is a quantum chemistry calculation of C44H71BrClI2N2O14PS2 as an isolated structure in a non-equilibrium geometry, from the Open Molecules 2025 dataset.

As for the lowest unoccupied orbital energy: -0.12 eV. As for the spin multiplicity: 1. The HOMO-LUMO gap comes out at 8.450 eV. For the HOMO energy, the calculation gives -0.315 hartree.

Last column: Löwdin charge in e.
Element x y z (Å)
C 3.08279 4.97674 4.73452  -0.071
C 1.85267 5.13155 3.85508  -0.276
O 1.20452 3.93738 3.46797  -0.194
C 1.94990 3.13914 2.55203  -0.207
C 1.20156 2.88412 1.24520  -0.277
C 0.07664 1.89816 0.81025  -0.475
Br -1.34548 2.61068 2.04631  1.052
C -0.30704 2.33566 -0.65063  -0.412
C -1.73337 2.27335 -1.24586  -0.094
C -3.11767 2.49898 -0.65032  -0.184
C -4.01452 1.44808 -0.86420  -0.050
C -5.33524 1.46481 -0.45628  -0.074
C -5.82733 2.57653 0.20339  -0.080
C -4.98180 3.65950 0.38974  -0.053
C -3.65574 3.63856 -0.03377  -0.259
C -2.88594 4.91714 0.18710  -0.092
P 0.27858 4.09228 -1.29643  0.843
N 0.62783 4.02610 -2.82740  -0.261
O 0.53490 1.62738 -1.63567  -0.261
S 1.57471 0.56839 -1.16063  0.591
O 2.62517 1.07336 -0.32014  -0.320
O 2.13939 -0.06203 -2.31409  -0.267
C 0.45919 -0.61892 -0.26396  -0.261
C -0.70419 -0.89777 -1.30092  -0.171
C -0.56839 -0.68649 -2.68029  -0.040
C -1.56334 -0.97496 -3.59025  -0.113
N -2.74364 -1.49800 -3.25292  0.083
C -2.87256 -1.76181 -1.96751  -0.173
C -1.91701 -1.49779 -0.99847  -0.157
C 1.25949 -1.98820 -0.30209  -0.533
I 3.45379 -1.92344 0.13364  1.087
C 0.93769 -3.34865 0.37679  -0.791
C 1.18065 -3.56616 1.87334  -0.207
I -0.84350 -4.44525 -0.21091  0.977
C 0.14076 0.25523 1.08049  -0.276
C 1.27500 -0.08995 2.08966  -0.192
C 1.17266 -0.37180 3.60306  -0.241
C 0.81473 0.62066 4.71404  -0.603
Cl 2.21503 1.08277 5.70692  0.598
S -1.41461 -0.41359 1.86857  0.658
C -1.79665 -0.19481 3.60411  -0.154
O -1.15086 -1.83688 1.82547  -0.355
O -2.59300 0.02834 1.17927  -0.331
H 2.83050 4.72945 5.75824  0.072
H 3.70402 4.16275 4.36675  0.067
H 3.70605 5.86684 4.71136  0.076
H 2.08787 5.77954 3.00413  0.118
H 1.11195 5.67827 4.43582  0.119
H 2.76384 3.80006 2.23714  0.124
H 2.49170 2.33241 3.03265  0.101
H 0.73403 3.86626 1.17482  0.058
H 1.96686 2.95458 0.48386  0.073
H -1.72108 2.90853 -2.14309  0.105
H -1.79459 1.30671 -1.73692  0.098
H -3.64869 0.56805 -1.37150  0.088
H -5.95250 0.60025 -0.64281  0.102
H -6.85001 2.56529 0.54638  0.098
H -5.37183 4.54063 0.87638  0.106
H -1.84602 4.80307 0.44934  -0.003
H -3.35078 5.47061 1.00088  0.078
H -2.98512 5.55627 -0.69122  0.082
H 1.40893 4.59513 -0.63916  0.023
H -0.76253 5.01636 -1.17542  0.016
H -0.00672 4.61518 -3.35063  -0.055
H 0.30344 -0.24770 -3.12248  0.090
H -1.41640 -0.78009 -4.64008  0.110
H -3.79919 -2.22582 -1.65830  0.112
H -2.14562 -1.81838 -0.00967  0.031
H 1.34310 -2.23204 -1.35088  0.069
H 1.66689 -4.00412 -0.08332  -0.003
H 0.79759 -2.79787 2.53010  0.034
H 0.65085 -4.47442 2.14325  0.037
H 2.22111 -3.78248 2.08685  0.052
H 2.20277 0.41026 1.85631  0.089
H 1.54919 -1.09636 1.79640  0.009
H 0.58016 -1.26875 3.75838  0.076
H 2.16713 -0.72236 3.87686  0.105
H 0.26310 1.48529 4.36262  0.039
H 0.15596 0.12902 5.41998  0.055
H -1.29165 -0.90339 4.24625  0.060
H -2.85111 -0.44837 3.65741  0.087
H -1.67956 0.78582 4.04196  0.021
O 9.80967 -0.85946 0.11132  0.108
C 9.09137 0.03426 -0.23749  -0.530
O 8.35511 0.67737 0.69039  -0.001
C 7.61122 1.86624 0.41334  -0.238
C 6.24266 1.55947 -0.15740  -0.064
C 8.92987 0.39966 -1.69573  0.011
H 8.18356 2.53979 -0.22684  0.112
H 7.50592 2.36566 1.37537  0.121
H 6.31034 1.04409 -1.11526  0.073
H 5.67225 2.47748 -0.30191  0.082
H 5.68933 0.90776 0.51849  0.067
H 8.19244 -0.26506 -2.14334  0.096
H 9.88690 0.24995 -2.18870  0.090
H 8.63369 1.43157 -1.86745  0.068
O 2.72835 -6.33291 -0.39153  0.091
C 2.36240 -7.29637 0.22482  -0.530
O 2.05101 -7.16530 1.52590  -0.012
C 1.42853 -8.20245 2.29039  -0.231
C 2.44321 -9.17826 2.84921  -0.064
C 2.32521 -8.66278 -0.41891  0.017
H 0.65252 -8.69890 1.70695  0.117
H 0.92354 -7.68914 3.10679  0.123
H 2.97990 -9.69948 2.05646  0.067
H 1.95018 -9.92034 3.47739  0.082
H 3.18393 -8.64820 3.44795  0.083
H 3.32171 -9.09991 -0.37314  0.097
H 2.03976 -8.53591 -1.45980  0.092
H 1.60932 -9.34697 0.02992  0.071
O -2.69413 4.81635 -3.69917  0.097
C -2.51055 5.75479 -4.42461  -0.529
O -2.28561 6.96209 -3.87228  -0.006
C -1.87745 8.10576 -4.62962  -0.235
C -3.05999 8.83579 -5.23140  -0.064
C -2.60659 5.62508 -5.92554  0.019
H -1.13712 7.82704 -5.38042  0.114
H -1.37029 8.75270 -3.91616  0.123
H -3.60155 8.20969 -5.94041  0.068
H -2.72768 9.73533 -5.74971  0.082
H -3.76232 9.12148 -4.44858  0.084
H -3.65321 5.70184 -6.21685  0.098
H -2.23279 4.64292 -6.20317  0.095
H -2.02484 6.36123 -6.47447  0.071
O -3.44225 -8.53828 0.12559  0.102
C -4.06311 -7.58333 -0.24983  -0.536
O -4.79046 -6.87945 0.63784  -0.003
C -5.40496 -5.62677 0.32636  -0.237
C -6.76162 -5.80668 -0.32296  -0.063
C -4.11261 -7.20464 -1.71387  0.011
H -4.73683 -5.00803 -0.27518  0.103
H -5.51971 -5.12127 1.28359  0.123
H -6.68522 -6.32471 -1.27891  0.067
H -7.23363 -4.83857 -0.49245  0.082
H -7.40819 -6.40448 0.31933  0.083
H -4.87732 -7.80319 -2.20669  0.095
H -3.14557 -7.42771 -2.15742  0.089
H -4.30761 -6.14976 -1.89303  0.067


The following is a quantum chemistry calculation of one molecule with the formula C6H13ClN3O3P in a non-equilibrium geometry, from the Open Molecules 2025 dataset.

As for the lowest unoccupied orbital energy: 0.53 eV. As for the spin multiplicity: 1. The calculation puts the energy relative to the best compared isomer or geometry (same formula, charge and spin) at 0.0 kJ/mol. The HOMO-LUMO gap comes out at 9.684 eV. For the HOMO energy, the calculation gives -0.336 hartree.

Last column: Löwdin charge in e.
Element x y z (Å)
C -1.19743 -2.24348 0.24448  -0.132
P -0.40094 -0.92314 1.23148  0.585
O 0.54621 -1.35712 2.24914  -0.272
O -1.62247 -0.05076 1.90929  -0.210
C -2.40027 0.75625 1.06958  -0.248
C -1.54742 1.70423 0.22699  -0.149
C -0.71301 0.87298 -0.69963  -0.213
N 0.30779 0.10487 0.00978  -0.116
N 1.42550 0.84301 0.34897  -0.186
C 2.60250 0.18509 0.89870  -0.197
C 3.65751 0.23973 -0.27642  -0.569
Cl 5.07331 -0.67100 0.27776  0.552
N 1.26200 2.11223 0.32277  -0.080
O 2.20401 2.82386 0.68865  -0.055
H -1.60390 -2.98668 0.95941  0.063
H -1.96657 -1.62832 -0.31184  0.042
H -0.59004 -2.88428 -0.49314  0.089
H -3.12726 1.12410 1.81198  0.132
H -2.97707 0.00347 0.47767  0.114
H -0.82852 2.23035 0.86546  0.107
H -2.17310 2.47636 -0.24452  0.133
H -1.33756 0.40180 -1.38382  0.106
H -0.22430 1.55803 -1.27185  0.086
H 2.82585 0.87819 1.89547  0.190
H 2.35333 -0.85101 1.14954  0.082
H 4.09184 1.31342 -0.30796  0.093
H 3.22687 -0.13154 -1.16032  0.055


The following is a quantum chemistry calculation of a 2-piece molecular cluster, C5H13NO2 overall in a non-equilibrium geometry, from the Open Molecules 2025 dataset.

As for the lowest unoccupied orbital energy (alpha / beta): -3.51 / -9.11 eV. As for the spin multiplicity: 2. Its expectation value of S² is 0.75. The calculation puts the energy relative to the best compared isomer or geometry (same formula, charge and spin) at 187.8 kJ/mol. The HOMO-LUMO gap (alpha / beta) comes out at 9.708 / 4.092 eV. For the HOMO energy (alpha / beta), the calculation gives -0.486 / -0.485 hartree. Its charge is +1.

Last column: Löwdin charge in e.
Element x y z (Å)
O 0.69624 1.54481 -2.76054  0.090
C 0.20536 0.47365 -2.55434  -0.264
C -1.02019 0.36755 -1.65526  -0.152
C -0.66525 0.01183 -0.21843  -0.207
C -0.27997 -1.43105 -0.00983  -0.172
C 0.46095 -1.80021 1.27352  -0.135
N 1.83727 -1.23663 1.24702  0.331
H 0.59033 -0.47728 -2.98246  0.126
H -1.84888 -0.20752 -2.09692  0.131
H -1.48710 1.34092 -1.72397  0.120
H 0.10882 0.70086 0.11729  0.107
H -1.45591 0.27265 0.49547  0.133
H -1.20639 -2.02165 0.00483  0.151
H 0.25626 -1.80460 -0.89583  0.126
H 0.05308 -1.30551 2.16484  0.156
H 0.41359 -2.88149 1.37569  0.138
H 2.50245 -1.83255 0.73793  0.165
H 1.86579 -0.33134 0.75525  0.150
H -1.03917 3.74507 1.90817  0.039
H 0.42324 3.67095 2.42484  0.031
O -0.41053 3.20156 2.39274  -0.063


The following is a quantum chemistry calculation of C46H51BaN7O5PSSe2Te2 as an isolated structure in a non-equilibrium geometry, from the Open Molecules 2025 dataset.

As for the lowest unoccupied orbital energy: 1.71 eV. As for the spin multiplicity: 1. The calculation puts the energy relative to the best compared isomer or geometry (same formula, charge and spin) at 4.7 kJ/mol. The HOMO-LUMO gap comes out at 4.891 eV. For the HOMO energy, the calculation gives -0.117 hartree. Its charge is -1.

Last column: Löwdin charge in e.
Element x y z (Å)
Ba 1.44333 -0.80018 0.87522  1.450
C -1.96728 -3.62322 -0.71648  -0.030
N -1.01345 -3.32822 -1.78244  -0.118
C -0.85893 -4.37390 -2.77982  -0.029
C -0.07278 -2.41017 -1.55344  -0.453
O -0.14433 -1.64180 -0.57952  -0.350
C 1.07953 -2.17181 -2.52098  -0.094
O 2.29989 -2.09696 -1.81637  -0.181
C 3.04465 -3.29350 -1.82666  -0.147
C 2.34263 -4.36671 -1.00374  -0.500
O 1.32029 -4.08434 -0.40293  -0.036
N 2.88297 -5.60202 -0.99693  -0.160
C 4.21973 -5.83293 -1.51548  -0.051
C 2.25612 -6.63829 -0.19495  -0.087
H -1.66053 -4.52536 -0.18024  0.048
H -1.96551 -2.81389 0.00614  0.079
H -2.96121 -3.74648 -1.14785  0.088
H -1.81383 -4.88617 -2.88080  0.090
H -0.59906 -3.96664 -3.75382  0.086
H -0.10785 -5.10423 -2.46594  0.097
H 1.12585 -2.92231 -3.31045  0.120
H 0.91682 -1.19191 -2.98333  0.131
H 3.21495 -3.62868 -2.85746  0.135
H 3.99494 -3.05694 -1.34705  0.058
H 4.93895 -5.13362 -1.08404  0.087
H 4.52509 -6.83923 -1.23736  0.088
H 4.25879 -5.76159 -2.60523  0.086
H 1.39252 -6.21633 0.31836  0.040
H 1.94922 -7.47242 -0.83139  0.087
H 2.95324 -6.99687 0.56482  0.055
N 2.46640 1.54371 5.74417  0.165
C 3.24255 0.46911 6.12704  -0.195
C 3.86236 0.15273 7.32951  -0.038
C 4.58064 -1.02807 7.35657  -0.101
C 4.67853 -1.84699 6.22378  -0.075
C 4.05896 -1.52167 5.03296  -0.026
C 3.31493 -0.34733 4.98908  -0.205
N 2.57750 0.21763 3.94628  0.168
C 2.10911 1.33163 4.44175  -0.289
C 1.30241 2.29865 3.69997  -0.313
C 1.02259 3.57778 4.08441  -0.353
S 0.07689 4.34449 2.88600  1.031
C 0.12334 2.90754 1.95549  -0.465
N 0.78618 1.93014 2.48481  0.017
H 2.17098 2.31017 6.32348  0.152
H 3.78729 0.79224 8.19970  0.100
H 5.07919 -1.32434 8.27070  0.095
H 5.25244 -2.76289 6.27854  0.104
H 4.16018 -2.13673 4.15506  -0.006
H 1.34124 4.09591 4.97232  0.067
H -0.37689 2.84502 1.00000  0.058
Se -0.57071 -5.20928 2.59373  -0.391
Te 1.15401 -3.46826 3.04400  0.009
Te 3.60370 -4.41016 2.23924  0.192
Se 4.46213 -2.22495 1.27776  -0.343
C -2.30000 2.78922 -4.58683  -0.041
C -1.49076 4.06017 -4.53834  -0.263
C -1.70277 5.00944 -5.53789  -0.059
C -0.99648 6.20150 -5.58361  -0.096
C -0.04874 6.46849 -4.60964  -0.099
C 0.16140 5.54144 -3.60080  -0.112
C -0.53740 4.33374 -3.54453  -0.326
P -0.04909 3.28936 -2.10509  1.120
C -1.59900 2.36269 -1.75979  -0.336
C -1.65618 0.98772 -1.98699  -0.093
C -2.83346 0.27541 -1.81394  -0.072
C -3.97780 0.93507 -1.38625  -0.097
C -3.90628 2.28780 -1.07226  -0.078
C -2.73107 3.01713 -1.24527  -0.293
C -2.71350 4.48967 -0.93709  -0.057
C 1.08870 2.06561 -2.79947  -0.355
C 1.12163 1.75500 -4.16358  -0.128
C 2.11063 0.96643 -4.71822  -0.136
C 3.13940 0.51045 -3.87389  -0.122
C 3.13924 0.80336 -2.53769  -0.080
C 2.09492 1.55711 -1.91159  -0.379
C 2.06584 1.72940 -0.51643  -0.253
H -2.73760 2.66588 -5.57757  0.079
H -3.11472 2.79799 -3.85807  0.082
H -1.69465 1.91063 -4.36649  0.063
H -2.43852 4.79653 -6.30545  0.104
H -1.18531 6.91271 -6.37807  0.096
H 0.51979 7.38952 -4.62782  0.096
H 0.89006 5.74907 -2.82574  0.092
H -0.76677 0.48693 -2.35739  0.093
H -2.85717 -0.78600 -2.02901  0.101
H -4.91948 0.40753 -1.28825  0.098
H -4.79428 2.80413 -0.71943  0.099
H -3.58661 4.77157 -0.34853  0.075
H -2.70928 5.08875 -1.85096  0.080
H -1.81111 4.76442 -0.38554  0.060
H 0.36917 2.17580 -4.82112  0.085
H 2.11729 0.75195 -5.77902  0.079
H 3.95412 -0.07741 -4.28373  0.097
H 3.93984 0.43083 -1.90710  0.109
H 1.37640 2.47625 -0.14488  -0.052
H 3.02930 1.73808 -0.00508  0.032
O -6.91890 0.29888 0.50731  -0.041
C -6.37820 1.29051 1.36172  -0.251
N -5.03492 1.00884 1.77820  0.100
C -4.78721 0.33406 2.93763  -0.434
O -5.67441 0.05350 3.72610  0.060
C -3.36087 -0.02264 3.20907  -0.103
C -2.99853 -0.32389 4.51617  0.009
C -1.67865 -0.62155 4.78801  -0.021
C -0.76690 -0.61130 3.74284  -0.206
N -1.10391 -0.35789 2.47755  0.013
C -2.38000 -0.08403 2.22644  -0.066
H -7.03293 -0.50587 1.02828  0.093
H -6.98000 1.39960 2.26253  0.123
H -6.39093 2.21629 0.79084  0.114
H -4.29844 1.12296 1.09856  0.085
H -3.75885 -0.31317 5.28528  0.121
H -1.34509 -0.86686 5.78666  0.113
H 0.27712 -0.81400 3.93916  0.021
H -2.60886 0.09587 1.17989  0.110


Ordered molar mass results: 83.090, 107.072, 1316.325, 241.615, 119.164, 1395.447; unit g/mol.
Ordered electronic energy results: -285.34573, -392.33287, -7649.09422, -1427.86753, -403.17227, -8647.16325; unit Ha.